Arrangement P

Computed, not measured: a 4-piece molecular cluster, CH10O3S2 overall, with the ωB97M-V functional and the def2-TZVPD basis.

CARTESIAN COORDINATES (ANGSTROEM)
S (3.20018, 0.74750, 0.13142)
S (1.40402, 1.48742, -0.61454)
O (-5.09315, -1.14212, -3.84382)
O (-2.63458, -1.46602, 3.65842)
O (-2.09856, -0.36368, 0.00249)
C (2.51964, -0.66740, 1.01508)
H (1.69975, 1.19199, -1.88887)
H (-5.77547, -1.11375, -3.15089)
H (-1.91792, -0.56576, 0.92048)
H (-2.96483, -1.33441, 4.55314)
H (2.16490, -1.45404, 0.34167)
H (1.73813, -0.24932, 1.64723)
H (-1.70441, -1.29389, 3.84952)
H (-2.15843, 0.58501, -0.10221)
H (3.06053, -1.27600, 1.75160)
H (-4.99039, -2.09312, -3.94540)

Its SMILES is CSS.O.O.O. For the LUMO energy, the calculation gives 0.394 eV. The value obtained for the molar mass is 134.2 g/mol. The calculation puts the frontier orbital gap at 0.341 hartree.

Arrangement Q

Computed, not measured: a 4-piece molecular cluster, CH10O3S2 overall, with the ωB97M-V functional and the def2-TZVPD basis.

CARTESIAN COORDINATES (ANGSTROEM)
S (1.66447, 3.17929, -0.29186)
S (-0.15473, 2.98489, 0.69641)
O (-1.43150, -0.27369, -1.16538)
O (0.40974, -2.30055, -2.01273)
O (0.09406, -2.03716, 0.61456)
C (0.11171, 1.73681, 1.96694)
H (0.10747, -2.35704, -0.31151)
H (1.02327, 1.80981, 2.58837)
H (0.32189, -2.67343, 1.23339)
H (-0.47313, -2.46628, -1.91666)
H (0.23613, 0.71466, 1.51000)
H (1.54818, 2.27520, -1.33905)
H (-0.86323, 1.66767, 2.52889)
H (-0.64116, -0.29285, -0.64125)
H (0.31047, -1.98963, -2.93040)
H (-2.26364, 0.02229, -0.52973)

Its SMILES is CSS.O.O.O. For the LUMO energy, the calculation gives 0.503 eV. The value obtained for the molar mass is 134.2 g/mol. The calculation puts the frontier orbital gap at 0.350 hartree.

The structure with the greatest stability is arrangement P.

Arrangement P

Computed, not measured: an isolated ion of composition C5H13N2S and charge +1, with the ωB97M-V functional and the def2-TZVPD basis.

CARTESIAN COORDINATES (ANGSTROEM)
S (-2.54811, 0.17871, -0.15424)
N (-0.52129, -1.80433, -0.57704)
N (0.92870, -0.12334, -1.48908)
C (-1.29638, 1.38238, -0.73926)
C (-1.58238, -0.43536, 1.22398)
C (1.39510, 1.21029, 0.68598)
C (0.45442, 0.34875, -0.16733)
C (-0.22586, -0.87884, 0.46525)
H (0.26150, -1.56093, -1.34953)
H (0.36518, -1.36292, 1.29093)
H (-1.49401, 0.28082, 2.05324)
H (-0.19592, -2.77808, -0.18597)
H (-1.48099, 1.67966, -1.75718)
H (-1.46907, -1.70953, -0.89886)
H (1.92846, -0.49673, -1.29679)
H (2.45042, 0.85252, 0.62605)
H (1.43208, 2.19040, 0.27096)
H (-1.31060, 2.40972, -0.25433)
H (1.01239, 0.79107, -1.99649)
H (-2.26480, -1.25376, 1.60170)
H (1.10155, 1.25595, 1.68935)

For the LUMO energy, the calculation gives -3.166 eV. The value obtained for the molar mass is 133.2 g/mol. As for the charge: +1. The calculation puts the frontier orbital gap at 0.352 hartree.

Arrangement Q

Computed, not measured: C5H13N2S as an isolated structure, with the ωB97M-V functional and the def2-TZVPD basis.

CARTESIAN COORDINATES (ANGSTROEM)
S (-2.68810, -0.12458, -0.96128)
N (-1.52470, -0.83131, -0.08474)
N (-0.14652, 0.81219, -1.49468)
C (0.15864, 0.99161, 0.95072)
C (0.11693, 0.12689, -0.29920)
C (-0.56634, 2.06518, 1.18879)
C (1.24739, -0.98738, -0.49651)
C (1.71807, -1.80211, 0.61583)
H (0.67115, 0.40614, 1.76730)
H (0.39044, 0.33778, -2.30029)
H (0.95766, -1.61262, -1.20592)
H (-1.67416, -0.86169, 0.94181)
H (-3.38471, 0.78476, -0.20375)
H (-1.16882, 2.56388, 0.44358)
H (1.07283, -2.57531, 1.06399)
H (-0.72598, 2.60686, 2.22086)
H (0.14942, 1.75875, -1.54916)
H (2.18687, -1.40366, 1.50391)
H (2.14825, -0.52384, -0.88886)
H (2.52973, -2.45955, 0.26845)
H (-1.46804, 0.72803, -1.48085)

For the LUMO energy, the calculation gives -3.462 eV. The value obtained for the molar mass is 133.2 g/mol. As for the charge: +1. The calculation puts the frontier orbital gap at 0.366 hartree.

The structure with the greatest stability is arrangement P.

Arrangement P

Computed, not measured: one molecule with the formula C5H8S, with the ωB97M-V functional and the def2-TZVPD basis.

CARTESIAN COORDINATES (ANGSTROEM)
S (1.12639, -2.77074, -0.89718)
C (-2.16555, 0.77581, 0.10464)
C (0.15124, -0.17782, 0.26353)
C (1.02114, -1.15922, -0.04004)
C (-1.23926, -0.15977, -0.15925)
C (0.70305, 1.19303, 0.54419)
H (2.04365, -1.07154, 0.17711)
H (-3.08522, 0.63576, -0.39495)
H (-0.06459, 1.83125, 1.02153)
H (1.54719, 1.17258, 1.23291)
H (-1.42868, -1.04305, -0.86520)
H (-2.14059, 1.65697, 0.63282)
H (1.10196, 1.64592, -0.35710)
H (2.42926, -2.52918, -1.26301)

Its SMILES is C=C/C(C)=C\S. For the LUMO energy, the calculation gives 0.752 eV. The value obtained for the molar mass is 100.2 g/mol. The calculation puts the frontier orbital gap at 0.332 hartree.

Arrangement Q

Computed, not measured: one molecule with the formula C5H8S, with the ωB97M-V functional and the def2-TZVPD basis.

CARTESIAN COORDINATES (ANGSTROEM)
S (0.54311, 2.66771, -0.90235)
C (0.18256, 0.02483, -1.62450)
C (0.56010, -0.46474, 1.37062)
C (0.16043, 1.10608, -0.64854)
C (-0.89284, -0.83918, 0.80915)
C (-0.25263, 0.64822, 0.67570)
H (1.25111, -0.25404, -1.41624)
H (-1.65815, -0.88951, 1.63115)
H (-0.99905, -1.56889, 0.01670)
H (0.29829, 0.46899, -2.70241)
H (0.65212, -0.47016, 2.43072)
H (1.25954, -0.99029, 0.72665)
H (-0.63116, 1.41090, 1.26150)
H (-0.47343, -0.84990, -1.62814)

Its SMILES is CC(=S)C1CC1. For the LUMO energy, the calculation gives 0.172 eV. The value obtained for the molar mass is 100.2 g/mol. The calculation puts the frontier orbital gap at 0.317 hartree.

The structure with the greatest stability is arrangement P.

Arrangement P

Computed, not measured: a 2-piece molecular cluster, C5H8S overall, with the ωB97M-V functional and the def2-TZVPD basis.

CARTESIAN COORDINATES (ANGSTROEM)
S (0.87523, -1.49830, -0.34601)
C (-0.06035, -2.37017, -1.34370)
C (2.25778, 1.69388, 1.24539)
C (0.69082, -0.14590, 0.45703)
C (1.48152, 1.06345, 0.33884)
C (-2.39764, -0.07651, -0.39607)
H (2.94538, 2.42111, 0.97068)
H (-1.52718, 0.37953, 0.22656)
H (-0.02544, -3.47996, -1.13036)
H (-1.98297, -0.74280, -1.12143)
H (2.56820, 1.18300, 2.18875)
H (-3.08020, 0.70608, -0.87436)
H (-3.04457, -0.57253, 0.39064)
H (1.29941, 1.43911, -0.60597)

Its SMILES is C#S#CC=C.C. For the LUMO energy (spin up / spin down), the calculation gives -1.287 / -1.208 eV. The value obtained for the molar mass is 100.2 g/mol. The calculation puts the frontier orbital gap (spin up / spin down) at 0.264 / 0.267 hartree.

Arrangement Q

Computed, not measured: one molecule with the formula C5H8S, with the ωB97M-V functional and the def2-TZVPD basis.

CARTESIAN COORDINATES (ANGSTROEM)
S (-0.11242, -1.22148, -0.10747)
C (0.85373, 0.21874, -0.08637)
C (0.10804, 1.34097, -0.03322)
C (-1.64572, -0.37180, 0.24046)
C (2.34906, 0.16870, 0.10978)
C (-1.42867, 1.13115, -0.09772)
H (-2.01437, 1.72755, 0.61499)
H (2.54098, -0.13279, 1.13513)
H (-2.39344, -0.83673, -0.39623)
H (0.53109, 2.34720, -0.00554)
H (-1.86034, 1.36428, -1.08692)
H (2.86250, -0.56817, -0.54985)
H (2.72808, 1.18816, -0.07184)
H (-2.01446, -0.47232, 1.28219)

Its SMILES is CC1=CCCS1. For the LUMO energy, the calculation gives 1.023 eV. The value obtained for the molar mass is 100.2 g/mol. The calculation puts the frontier orbital gap at 0.325 hartree.

The structure with the greatest stability is arrangement Q.